# 1
C16H26BCl30N4O | ωB97M-V/def2-TZVPD

```
! RIJCOSX wB97M-V def2-TZVPD def2/J DEFGRID3
* xyz 1 1
C -3.69 -0.66 -1.19
N -3.28 -1.07 -2.56
C -4.45 -1.09 -3.47
B -2.73 -2.44 -2.54
O -3.58 -3.53 -2.24
C -1.22 -2.86 -2.91
C -0.66 -3.80 -1.79
C 0.65 -3.31 -1.15
N 0.72 -1.84 -1.02
C 0.46 -1.23 -2.25
N 1.07 -0.08 -2.47
N -0.33 -1.72 -3.27
H -3.05 0.20 -0.91
H -3.55 -1.44 -0.42
H -4.72 -0.28 -1.17
H -4.07 -1.34 -4.48
H -5.22 -1.83 -3.20
H -4.95 -0.11 -3.55
H -3.77 -3.59 -1.30
H -1.31 -3.48 -3.82
H -0.45 -4.80 -2.23
H -1.41 -4.00 -1.01
H 0.68 -3.72 -0.13
H 1.53 -3.73 -1.67
H 0.07 -1.48 -0.31
H 1.53 0.39 -1.69
H 1.13 0.30 -3.40
H 0.28 -1.96 -4.07
C 3.48 -5.20 1.19
Cl 4.23 -5.80 2.66
Cl 2.12 -6.22 0.72
Cl 2.95 -3.52 1.40
H 4.21 -5.22 0.40
C 0.56 1.74 1.07
Cl -0.85 1.71 0.00
Cl 0.54 0.37 2.17
Cl 2.04 1.73 0.10
H 0.54 2.66 1.65
C -3.86 -3.32 -7.34
Cl -5.51 -3.22 -6.75
Cl -3.75 -2.76 -9.01
Cl -2.77 -2.37 -6.31
H -3.54 -4.35 -7.31
C 2.25 -3.96 -5.50
Cl 0.73 -3.13 -5.87
Cl 3.29 -3.99 -6.92
Cl 3.06 -3.17 -4.14
H 2.02 -4.98 -5.22
C -1.33 1.66 5.65
Cl -1.75 2.30 4.05
Cl 0.42 1.63 5.88
Cl -2.13 2.61 6.91
H -1.70 0.64 5.71
C 2.09 3.65 9.28
Cl 0.63 3.67 8.28
Cl 2.07 2.28 10.39
Cl 3.54 3.61 8.26
H 2.11 4.56 9.86
C 4.94 -0.93 4.26
Cl 3.94 -0.91 5.72
Cl 5.29 -2.59 3.76
Cl 4.14 -0.06 2.95
H 5.88 -0.44 4.48
C 3.31 4.08 4.29
Cl 5.04 3.86 4.02
Cl 2.74 5.58 3.54
Cl 2.40 2.70 3.68
H 3.14 4.15 5.36
C 2.23 9.79 3.20
Cl 3.96 9.56 2.93
Cl 1.67 11.29 2.45
Cl 1.31 8.41 2.58
H 2.06 9.86 4.27
C -4.60 3.31 -3.79
Cl -3.85 2.78 -2.29
Cl -5.91 2.22 -4.24
Cl -5.18 4.97 -3.65
H -3.85 3.28 -4.58
*
```

Properties
* E_tot: -14749.902640 hartree
* frontier orbital gap: 0.315 Ha
* largest force on an atom: 2.48 eV Å⁻¹
* lowest unoccupied orbital energy: -0.0952 Eh

# 2
C55H46AsBrCsF5N2OP2Te | ωB97M-V/def2-TZVPD

```
! RIJCOSX wB97M-V def2-TZVPD def2/J DEFGRID3
* xyz 0 1
Cs 0.00 0.33 -0.20
Br -8.55 -1.40 -1.48
C -6.74 -1.10 -1.91
C -5.92 -0.44 -1.01
C -4.59 -0.25 -1.32
C -4.07 -0.69 -2.53
C -4.90 -1.36 -3.43
C -6.24 -1.57 -3.12
N -2.69 -0.52 -2.76
C -2.30 -0.14 -3.91
C -0.86 -0.07 -4.23
C -0.43 0.19 -5.52
C 0.93 0.16 -5.80
C 1.81 -0.15 -4.77
C 1.28 -0.38 -3.50
N -0.01 -0.33 -3.23
H -6.32 -0.10 -0.07
H -3.93 0.25 -0.62
H -4.49 -1.76 -4.35
H -6.88 -2.10 -3.81
H -2.99 0.13 -4.71
H -1.16 0.41 -6.30
H 1.29 0.35 -6.80
H 2.87 -0.20 -4.93
H 1.94 -0.62 -2.68
C 6.34 1.71 3.44
C 6.77 1.09 2.27
C 5.87 0.82 1.25
C 4.53 1.17 1.40
C 4.10 1.77 2.58
C 5.00 2.05 3.59
As 3.21 0.90 0.00
C 4.19 -0.34 -1.15
C 4.10 -1.69 -0.80
C 4.73 -2.66 -1.57
C 5.45 -2.29 -2.70
C 5.55 -0.95 -3.05
C 4.92 0.02 -2.27
C 3.54 2.55 -1.01
C 4.45 3.53 -0.62
C 4.61 4.69 -1.38
C 3.86 4.88 -2.53
C 2.94 3.91 -2.92
C 2.78 2.77 -2.16
H 7.04 1.91 4.24
H 7.81 0.82 2.15
H 6.21 0.35 0.34
H 3.05 2.02 2.70
H 4.66 2.51 4.50
H 3.53 -1.99 0.08
H 4.66 -3.70 -1.29
H 5.94 -3.04 -3.30
H 6.12 -0.66 -3.92
H 5.01 1.06 -2.55
H 5.05 3.39 0.27
H 5.32 5.44 -1.06
H 3.99 5.78 -3.11
H 2.35 4.06 -3.82
H 2.06 2.02 -2.48
C -2.40 -0.46 5.00
P -1.87 -0.68 3.27
C -2.49 -2.28 2.70
C -2.90 -2.45 1.38
C -3.34 -3.69 0.94
C -3.38 -4.76 1.81
C -2.95 -4.60 3.12
C -2.51 -3.36 3.56
C -2.83 0.58 2.36
C -2.28 1.81 2.02
C -3.07 2.78 1.41
C -4.42 2.54 1.17
C -4.98 1.32 1.53
C -4.19 0.34 2.11
P -4.18 -0.26 5.44
C -4.72 -2.01 5.51
C -4.14 -2.94 6.39
C -4.55 -4.26 6.38
C -5.53 -4.68 5.50
C -6.12 -3.77 4.63
C -5.72 -2.44 4.65
C -4.01 0.06 7.24
C -2.87 0.59 7.83
C -2.85 0.89 9.19
C -3.97 0.66 9.97
C -5.12 0.14 9.39
C -5.14 -0.15 8.04
H -1.90 0.48 5.26
H -1.91 -1.23 5.61
H -2.85 -1.63 0.68
H -3.65 -3.81 -0.09
H -3.72 -5.73 1.47
H -2.97 -5.44 3.81
H -2.16 -3.26 4.58
H -1.24 2.03 2.23
H -2.64 3.73 1.14
H -5.03 3.30 0.70
H -6.03 1.14 1.36
H -4.63 -0.61 2.37
H -3.37 -2.62 7.08
H -4.09 -4.97 7.06
H -5.84 -5.72 5.49
H -6.89 -4.09 3.95
H -6.19 -1.73 3.99
H -1.97 0.77 7.26
H -1.95 1.29 9.63
H -3.95 0.89 11.03
H -6.00 -0.04 9.99
H -6.04 -0.56 7.60
F -0.15 -1.42 1.41
Te 0.79 -0.47 3.01
F 0.50 -2.12 3.89
F 0.21 0.46 4.62
F 2.36 -0.32 4.06
F 2.12 -1.37 1.96
O 0.80 1.06 2.06
*
```

Properties
* E_tot: -8588.199869 hartree
* frontier orbital gap: 0.274 Ha
* energy above the lowest of the compared OMol25 structures with the same formula, charge and spin: 144.5 kJ/mol
* largest force on an atom: 4.13 eV Å⁻¹
* lowest unoccupied orbital energy: -0.0205 Eh

# 3
C14H31CoNO5SSi | ωB97M-V/def2-TZVPD

```
! RIJCOSX wB97M-V def2-TZVPD def2/J DEFGRID3
* xyz 1 1
Co -0.64 1.21 -2.10
C -2.67 -1.19 0.27
C -2.54 0.30 0.03
C -2.82 1.12 1.28
C -3.38 0.76 -1.15
O -1.13 0.59 -0.38
Si 0.37 0.33 0.38
S 1.36 1.26 -1.29
O 0.75 -1.19 0.64
C 1.25 -2.38 -0.05
C 0.73 -2.43 -1.47
C 2.77 -2.30 -0.02
C 0.74 -3.55 0.77
O 0.37 1.19 1.72
C 1.33 1.25 2.83
C 1.05 2.57 3.53
C 1.07 0.07 3.74
C 2.73 1.22 2.25
H -3.70 -1.42 0.55
H -2.02 -1.52 1.08
H -2.42 -1.75 -0.63
H -3.86 0.95 1.57
H -2.67 2.18 1.09
H -2.17 0.82 2.10
H -4.44 0.68 -0.90
H -3.19 0.14 -2.03
H -3.18 1.81 -1.38
H 1.08 -1.58 -2.05
H -0.36 -2.45 -1.49
H 1.09 -3.33 -1.96
H 3.12 -1.41 -0.55
H 3.20 -3.18 -0.50
H 3.13 -2.26 1.01
H -0.35 -3.59 0.75
H 1.07 -3.47 1.81
H 1.13 -4.49 0.36
H 0.02 2.60 3.88
H 1.21 3.40 2.85
H 1.71 2.68 4.38
H 0.06 0.11 4.15
H 1.78 0.08 4.58
H 1.20 -0.87 3.20
H 2.88 2.04 1.55
H 2.92 0.27 1.73
H 3.47 1.31 3.04
N -0.22 2.41 -3.52
C 0.01 1.64 -4.77
C -0.52 0.23 -4.58
O -0.52 -0.59 -5.44
O -1.00 0.01 -3.34
H -0.97 3.08 -3.65
H 0.61 2.95 -3.27
H 1.07 1.59 -4.99
H -0.49 2.10 -5.62
*
```

Properties
* E_tot: -3053.417133 hartree
* frontier orbital gap (alpha / beta): 0.280 / 0.287 Ha
* energy above the lowest of the compared OMol25 structures with the same formula, charge and spin: 0.0 kJ/mol
* largest force on an atom: 0.69 eV Å⁻¹
* lowest unoccupied orbital energy (alpha / beta): -0.1988 / -0.1904 Eh

# 4
C36H96O36S12 | ωB97M-V/def2-TZVPD

```
! RIJCOSX wB97M-V def2-TZVPD def2/J DEFGRID3
* xyz 0 1
C -0.68 -4.63 -2.77
C 0.00 -4.13 -4.04
O -0.98 -3.53 -4.90
S -0.45 -2.82 -6.24
C -1.05 -4.03 -7.39
O -1.09 -1.57 -6.32
O 0.98 -2.93 -6.23
H -1.32 -5.46 -3.08
H -1.35 -3.85 -2.39
H 0.03 -4.86 -1.99
H 0.81 -3.45 -3.77
H 0.48 -4.97 -4.56
H -0.67 -5.01 -7.10
H -0.56 -3.78 -8.33
H -2.13 -3.95 -7.45
C 3.03 -0.11 -3.83
C 4.27 -0.72 -3.20
O 3.97 -1.91 -2.44
S 3.60 -1.79 -0.91
C 5.23 -1.73 -0.27
O 2.95 -0.54 -0.73
O 2.98 -3.02 -0.58
H 3.28 0.71 -4.50
H 2.35 0.27 -3.06
H 2.47 -0.87 -4.38
H 4.89 -1.09 -4.02
H 4.82 0.02 -2.61
H 5.24 -1.56 0.80
H 5.74 -0.91 -0.78
H 5.73 -2.66 -0.54
C -1.88 -2.14 4.50
C -0.79 -2.34 5.52
O -1.07 -3.52 6.28
S -1.04 -3.42 7.86
C -2.29 -2.21 8.20
O -1.46 -4.69 8.32
O 0.23 -2.88 8.25
H -2.05 -3.05 3.92
H -1.66 -1.32 3.80
H -2.82 -1.83 4.96
H 0.18 -2.46 5.03
H -0.65 -1.46 6.15
H -2.00 -1.26 7.75
H -2.40 -2.10 9.27
H -3.18 -2.58 7.69
C -5.66 4.58 -6.52
C -5.06 3.20 -6.54
O -3.84 3.29 -7.32
S -3.07 1.93 -7.61
C -2.49 1.46 -6.02
O -4.05 0.99 -8.04
O -1.96 2.27 -8.43
H -6.47 4.69 -5.80
H -6.01 4.94 -7.49
H -4.88 5.29 -6.24
H -4.83 2.92 -5.52
H -5.72 2.49 -7.03
H -1.79 0.64 -6.16
H -3.30 1.09 -5.40
H -1.97 2.31 -5.58
C 5.08 2.27 7.63
C 3.67 1.77 7.49
O 3.53 1.13 6.20
S 2.17 0.36 5.97
C 2.64 -1.21 6.59
O 1.16 0.97 6.77
O 1.95 0.27 4.57
H 5.85 1.50 7.60
H 5.20 2.81 8.58
H 5.35 2.98 6.85
H 3.42 1.06 8.28
H 2.95 2.58 7.55
H 3.39 -1.60 5.90
H 1.76 -1.85 6.60
H 3.08 -1.14 7.58
C 3.51 5.52 4.72
C 2.35 4.60 5.03
O 1.17 5.07 4.36
S 0.58 4.20 3.18
C -0.27 2.95 4.09
O -0.34 5.02 2.49
O 1.68 3.60 2.48
H 4.41 5.10 5.19
H 3.42 6.52 5.13
H 3.74 5.49 3.65
H 2.61 3.58 4.73
H 2.15 4.66 6.10
H -0.77 2.31 3.37
H -0.98 3.47 4.72
H 0.47 2.36 4.65
C 3.47 8.19 2.09
C 3.04 7.43 0.86
O 1.69 6.98 1.04
S 0.78 6.77 -0.24
C 1.32 5.16 -0.74
O -0.55 6.70 0.22
O 1.19 7.72 -1.23
H 3.10 7.74 3.01
H 3.12 9.22 2.08
H 4.56 8.21 2.15
H 3.19 8.03 -0.04
H 3.64 6.52 0.73
H 0.76 4.88 -1.63
H 1.02 4.48 0.05
H 2.39 5.20 -0.93
C -1.85 3.55 -2.25
C -3.20 3.16 -2.77
O -3.24 1.71 -2.65
S -4.60 0.92 -2.81
C -4.88 0.64 -1.10
O -5.58 1.80 -3.35
O -4.23 -0.31 -3.41
H -1.83 4.64 -2.11
H -1.05 3.26 -2.92
H -1.76 3.11 -1.26
H -4.03 3.58 -2.18
H -3.38 3.43 -3.81
H -4.98 1.62 -0.64
H -4.05 0.05 -0.75
H -5.83 0.12 -1.00
C -2.22 -3.00 0.57
C -3.23 -4.06 0.98
O -2.63 -5.33 0.70
S -3.42 -6.64 1.13
C -4.13 -7.11 -0.43
O -2.45 -7.61 1.50
O -4.48 -6.30 2.01
H -2.47 -2.06 1.07
H -2.31 -2.90 -0.52
H -1.17 -3.20 0.78
H -3.46 -3.94 2.04
H -4.18 -3.90 0.46
H -3.33 -7.45 -1.09
H -4.69 -6.26 -0.80
H -4.82 -7.91 -0.19
C -4.22 -3.69 -3.24
C -4.44 -5.07 -3.82
O -4.09 -5.02 -5.21
S -4.51 -6.27 -6.09
C -3.43 -7.49 -5.41
O -5.86 -6.60 -5.84
O -4.10 -5.98 -7.41
H -3.20 -3.34 -3.42
H -4.42 -3.69 -2.17
H -4.87 -2.94 -3.69
H -3.77 -5.77 -3.31
H -5.47 -5.35 -3.60
H -2.46 -7.02 -5.27
H -3.38 -8.36 -6.07
H -3.82 -7.87 -4.47
C 4.97 2.69 0.95
C 5.00 2.13 2.34
O 6.29 1.50 2.56
S 6.42 0.60 3.86
C 7.91 -0.19 3.45
O 6.62 1.47 4.97
O 5.40 -0.38 3.87
H 5.60 3.58 0.87
H 3.97 3.08 0.77
H 5.18 1.98 0.15
H 4.82 2.91 3.08
H 4.19 1.41 2.50
H 8.16 -0.84 4.29
H 8.73 0.50 3.28
H 7.79 -0.80 2.56
C -0.91 -0.53 -2.94
C -0.18 -0.50 -1.63
O -0.91 0.33 -0.69
S -0.07 1.34 0.20
C 0.60 0.23 1.38
O 0.95 1.90 -0.62
O -0.99 2.19 0.86
H -0.36 -1.18 -3.62
H -0.90 0.47 -3.38
H -1.93 -0.89 -2.82
H -0.17 -1.52 -1.23
H 0.85 -0.17 -1.76
H -0.20 -0.21 1.97
H 1.27 0.81 2.02
H 1.19 -0.54 0.88
*
```

Properties
* E_tot: -8916.031128 hartree
* frontier orbital gap: 0.392 Ha
* SMILES string: CCOS(C)(=O)=O.CCOS(C)(=O)=O.CCOS(C)(=O)=O.CCOS(C)(=O)=O.CCOS(C)(=O)=O.CCOS(C)(=O)=O.CCOS(C)(=O)=O.CCOS(C)(=O)=O.CCOS(C)(=O)=O.CCOS(C)(=O)=O.CCOS(C)(=O)=O.CCOS(C)(=O)=O
* energy above the lowest of the compared OMol25 structures with the same formula, charge and spin: 121.9 kJ/mol
* largest force on an atom: 2.08 eV Å⁻¹
* lowest unoccupied orbital energy: -0.0034 Eh